H34O17 | ωB97M-V/def2-TZVPD

Last column: Löwdin charge in e.
CARTESIAN COORDINATES (ANGSTROEM)
O 6.901 -3.858 -6.552  -0.0422
H 7.652 -3.275 -6.523  0.0155
H 7.342 -4.731 -6.481  0.0946
O 3.619 -1.456 -2.551  -0.0217
H 3.732 -2.321 -2.953  -0.0105
H 2.696 -1.380 -2.650  0.0243
O 6.003 -1.673 -8.398  -0.0476
H 5.809 -1.570 -7.464  -0.0086
H 6.479 -0.907 -8.717  0.0529
O 8.333 -1.388 -6.442  -0.0292
H 8.543 -1.666 -7.334  0.0498
H 7.633 -0.768 -6.446  -0.0336
O 4.271 -1.874 -6.167  -0.0404
H 4.184 -2.799 -6.356  0.0029
H 5.033 -1.773 -5.597  0.0085
O 1.837 -0.643 -4.791  -0.0504
H 2.782 -0.464 -4.721  -0.0248
H 1.580 0.050 -4.178  0.0419
O 6.096 0.274 -6.490  -0.0486
H 5.747 0.519 -7.349  0.0194
H 5.447 0.375 -5.828  -0.0150
O 1.462 -4.063 -7.762  -0.0492
H 0.871 -4.294 -7.057  0.0207
H 2.336 -4.248 -7.395  -0.0320
O 7.466 0.169 -3.806  -0.0290
H 6.907 -0.431 -4.229  -0.0663
H 7.936 0.667 -4.478  0.0406
O 4.364 0.707 -8.646  -0.0403
H 3.690 0.117 -8.268  0.0218
H 4.088 1.604 -8.651  0.0408
O 5.405 -4.683 -8.608  -0.0104
H 5.851 -4.220 -7.920  -0.0341
H 5.942 -5.442 -8.786  0.0594
O 2.126 -1.017 -7.740  -0.0577
H 2.362 -1.618 -8.440  -0.0231
H 2.674 -1.263 -7.005  -0.0287
O 4.199 -3.836 -3.490  -0.0285
H 3.361 -4.138 -3.864  0.0997
H 4.439 -4.590 -2.927  0.1098
O 4.392 0.384 -4.311  -0.0667
H 4.882 1.108 -3.869  0.0958
H 4.358 -0.305 -3.640  0.0007
O 6.250 -2.326 -4.086  -0.0260
H 7.010 -2.705 -4.433  0.0027
H 5.647 -3.049 -3.803  0.0208
O 3.766 -4.552 -6.587  -0.0533
H 4.196 -5.026 -5.872  0.0639
H 4.325 -4.779 -7.346  0.0127
O 3.414 -2.211 -9.747  -0.0182
H 3.535 -1.679 -10.504  0.0400
H 4.150 -2.162 -9.148  -0.0032

## Properties
Orbital gap ... 8.9 eV
HOMO energy ... -9.56 eV
Energy relative to the best compared isomer or geometry (same formula, charge and spin) ... 151.8 kJ/mol